## 1
47
Properties=species:S:1:pos:R:3 method="wB97M-V/def2-TZVPD" molar_mass_g_mol=265.30 e_homo_ev=-7.7 charge=0 orbital_gap_ev=7.78
C 0.33304 -1.86051 0.42517
H -1.19008 2.61580 -2.84401
H -0.39094 4.62421 0.59374
H 0.57895 0.30424 0.13666
H -0.68363 -0.43948 -0.76691
H 3.10889 -0.66388 0.89434
C 1.03875 -2.42768 -0.69818
H -2.62022 2.22277 0.63496
H 0.14101 -2.23266 3.68046
H 4.67234 0.29755 -0.69332
H 1.18757 -3.31388 1.89716
O -4.00385 -1.25143 0.86544
H 0.38577 -3.91700 -2.28475
O -2.62340 0.60651 2.22029
H 2.00143 0.36877 -2.74764
H -4.63934 -0.92552 0.16280
H -2.21446 2.22036 -0.94875
O -0.43183 3.70816 0.98007
C 0.42758 -2.50728 1.64189
H 1.29657 -1.64156 -1.49639
H -3.20063 -0.07384 1.82683
H 0.59877 1.33173 1.76084
H -0.67134 1.23077 -3.22270
H 2.73990 0.76131 1.75765
H 0.53215 2.21559 -0.83068
O 3.69086 0.28675 -1.14046
O -2.80663 2.66853 -0.27829
O 0.26861 2.64947 -1.59531
O 1.06734 0.25366 -2.86243
H 3.06924 0.51740 -0.41924
H 1.08403 2.72550 0.96824
H -1.30776 3.56645 1.01529
H 0.55646 -4.46788 -0.48547
H -0.78811 -3.32620 -1.04900
H -1.08103 -0.32903 1.02119
H 0.83329 2.22865 -2.22757
O -1.26455 1.91900 -3.50952
H 2.08452 -2.54447 -0.48354
O 1.39857 1.72014 1.28518
H 0.86513 -0.65101 -2.85138
H -0.83567 -1.38509 2.70983
O 3.30190 -0.12692 1.77149
N -0.29882 -2.25085 2.80411
H -3.04967 1.14220 2.86767
C -0.27642 -0.50232 0.25813
H -3.15726 -1.71363 0.48049
C 0.27294 -3.63338 -1.22436

=====

## 2
47
Properties=species:S:1:pos:R:3 method="wB97M-V/def2-TZVPD" molar_mass_g_mol=265.30 e_homo_ev=-9.3 charge=0 orbital_gap_ev=9.10
C -0.28384 1.48817 3.97847
H -2.09389 -3.30755 -3.48813
O -1.89134 -0.62005 -2.90635
H 2.08072 -0.31796 -3.45412
N -1.54532 1.03746 3.34687
O 0.21143 -1.06003 -1.19685
O -0.04622 -5.32168 -0.82829
H 0.27090 -0.32567 1.84272
H -0.05397 3.05059 -3.22464
H -4.91376 -0.89440 -1.52066
C 1.04408 1.11092 3.27085
H 2.94830 1.05330 1.38286
H -0.48101 -4.61116 -1.30892
H -0.25338 1.25339 5.04277
H -0.35573 2.58263 3.97905
O 3.00043 -0.27105 -0.04422
H 4.22439 -0.17850 1.65668
H 1.82760 1.06507 4.02646
H 0.37450 -0.27197 -0.70352
O -3.07599 3.05838 0.45899
O -2.79172 -3.20507 -2.83178
H 1.86443 -1.37910 -4.55296
H -3.06826 -2.29962 -3.04055
H -0.50540 1.94481 -4.27349
H -3.99105 2.94175 0.30581
H 0.62928 -0.97015 3.48910
H 1.19760 1.85727 2.50420
C 3.18840 -0.00165 1.35209
H -1.26371 -0.62219 -2.14792
H 3.51658 -1.01046 -0.29671
O -4.48659 -0.07630 -1.37615
O -0.19695 2.11607 -3.38330
H 0.82018 -4.96175 -0.62214
H -1.44232 1.32684 2.37903
H 2.86333 -1.15640 3.18357
H -1.52680 0.02818 3.37802
H 0.97355 -1.44176 -1.64318
O 1.42097 3.46348 -0.24875
H 1.61393 2.57305 -0.56665
C 0.96101 -0.31572 2.68549
H 2.16353 -1.81651 1.75054
H -3.55500 -0.26157 -1.56320
O 1.70276 -1.17836 -3.62869
C 2.34370 -0.86519 2.26848
H 0.65231 3.34027 0.30486
H -2.73881 3.44660 -0.35345
H -1.33283 0.00360 -3.38231

=====

Quick one: least stable of them? 1

=====

## 1
19
Properties=species:S:1:pos:R:3 method="wB97M-V/def2-TZVPD" molar_mass_g_mol=120.22 e_homo_ev=-8.8 charge=0 orbital_gap_ev=9.78
C -0.95259 -0.79984 -0.18107
H 1.51009 0.02456 0.81707
H -1.98706 -0.52481 -0.42098
H -1.50903 1.28454 -1.84529
N 1.82210 1.86547 -0.17705
H 1.11963 2.58276 -0.29134
N -0.62571 1.37376 -1.38861
C -1.00241 -1.40300 1.21250
H -1.89183 -2.01666 1.33329
H 0.13357 -3.30962 0.38952
H 0.07495 1.35821 -2.12708
H -0.43695 -1.41848 -0.90749
H 1.59466 -0.12060 -0.90161
S 0.38456 -2.62570 1.52415
C 1.23658 0.54386 -0.10110
H 2.42442 2.13311 0.58062
H -0.96947 -0.69244 2.03398
H -0.62705 1.14553 0.67196
C -0.29848 0.59936 -0.22147

=====

## 2
19
Properties=species:S:1:pos:R:3 method="wB97M-V/def2-TZVPD" molar_mass_g_mol=120.22 e_homo_ev=-9.1 charge=0 orbital_gap_ev=8.29
H 0.85618 -0.53534 1.09108
C -3.12134 -0.35313 0.43208
H -1.63558 0.94208 1.06428
H 1.97527 0.34583 -1.67074
H 0.63346 1.07270 0.38417
C 0.63961 0.00393 0.15836
C -1.64746 -0.11579 0.76032
N -3.71538 0.26406 -0.75621
S 3.38836 0.38217 0.16596
H -3.68850 0.03566 1.31149
H -3.43750 -1.42794 0.51667
N -0.69353 -0.41485 -0.31860
H -0.88729 0.08725 -1.18856
C 1.79139 -0.25043 -0.76600
H -1.35632 -0.75116 1.62416
H 1.85929 -1.33467 -1.01877
H -3.20945 -0.09591 -1.60574
H 2.95023 -1.21831 1.18864
H -3.61706 1.26061 -0.75496

=====

## 3
19
Properties=species:S:1:pos:R:3 method="wB97M-V/def2-TZVPD" molar_mass_g_mol=120.22 e_homo_ev=-9.0 charge=0 orbital_gap_ev=9.80
C 0.45105 0.26687 -0.51295
H -2.15528 -1.22854 -2.43571
H -1.13773 -0.27160 2.00588
H 1.80927 -1.41506 2.55755
H 1.17576 0.77622 -2.37972
H 2.22738 1.20968 -1.17258
H 0.04379 0.62856 3.01007
H -1.71793 -0.02997 -0.18769
S 0.55716 -1.74671 2.28740
N 1.16992 1.15963 -1.40795
N -1.21121 -1.15433 -2.08172
H -0.45326 1.58988 0.88258
C -1.00232 0.04070 -1.12593
C 0.38972 0.84331 0.91092
H -1.20753 1.05283 -1.68454
C -0.05396 -0.08533 2.14080
H -1.17027 -2.07641 -1.61704
H 1.38476 1.18378 1.27063
H 0.90069 -0.74351 -0.46002

=====

Quick one: least stable of them? 2

=====

## 1
19
Properties=species:S:1:pos:R:3 method="wB97M-V/def2-TZVPD" molar_mass_g_mol=120.22 e_homo_ev=-9.0 charge=0 orbital_gap_ev=10.07
S 1.97564 -2.64393 -0.79732
C -1.97039 2.23385 0.87141
H -1.49231 4.21106 0.97420
C -1.61599 1.01892 0.04182
H -2.29393 0.20507 0.29274
H 0.43448 1.13247 -0.16069
H -0.29561 3.30316 0.40685
H 1.62094 -1.48358 1.23440
C -0.03355 -0.84000 -0.02844
H 2.06924 -0.37068 0.00256
H -0.68044 -1.46423 0.61347
N -0.25575 0.55075 0.29852
H -3.04419 2.41382 0.78851
H -0.34717 -1.09251 -1.05028
H -1.73886 2.05060 1.92168
H 0.89267 -2.73627 -1.57611
H -1.75540 1.26481 -1.01442
N -1.30117 3.43902 0.34304
C 1.41173 -1.22120 0.19818

=====

## 2
19
Properties=species:S:1:pos:R:3 method="wB97M-V/def2-TZVPD" molar_mass_g_mol=120.22 e_homo_ev=-8.6 charge=0 orbital_gap_ev=9.57
C -0.16203 0.40424 -2.31747
H -1.00068 0.18261 -2.97312
C 1.04192 0.34594 0.57312
H -1.79866 0.96275 -0.02493
H 2.29954 0.03636 2.27938
C -1.51226 -0.01418 0.35135
H -0.57191 1.24144 -1.74645
H -0.74179 0.20472 2.53637
N 1.32602 -0.00039 1.99045
H 1.02292 -0.96353 2.15239
S -2.01723 -0.11951 2.12502
H 0.73513 1.40377 0.70341
H 0.01912 -1.49354 0.46259
C -0.12279 -0.50643 -0.00198
N 0.09025 -0.73598 -1.43400
H 0.94884 -1.22935 -1.54566
H 1.90317 0.39823 -0.07239
H 0.69994 0.64715 -2.93882
H -2.15949 -0.76430 -0.11927

=====

Quick one: least stable of them? 2

=====

## 1
19
Properties=species:S:1:pos:R:3 method="wB97M-V/def2-TZVPD" molar_mass_g_mol=120.22 e_homo_ev=-7.2 charge=0 orbital_gap_ev=7.56
H 0.81201 -0.92346 -0.28890
H 0.68042 -2.65533 -0.39381
H -1.17543 -0.65007 -1.78861
N 1.44522 3.07731 0.08934
H -1.29829 -2.39338 -1.95716
H -0.53177 2.46716 -0.06816
N 0.40549 1.44878 1.41124
C 0.39663 2.33040 0.47523
S -1.91036 -0.30435 1.00271
H 1.34226 1.19315 1.71093
H 0.12409 -1.49703 -2.56815
C -0.87199 -1.80926 0.76008
H 1.31072 3.83484 -0.55144
C 0.08768 -1.73053 -0.42043
H 2.26265 3.13591 0.67715
C -0.60320 -1.57749 -1.76193
H -0.30976 -1.90197 1.69036
H -0.62387 0.61553 1.30475
H -1.54251 -2.66018 0.67678

=====

## 2
19
Properties=species:S:1:pos:R:3 method="wB97M-V/def2-TZVPD" molar_mass_g_mol=120.22 e_homo_ev=-8.3 charge=0 orbital_gap_ev=9.17
H 2.65428 -0.85367 -0.49494
H -0.78614 -0.89355 0.56935
N -3.07225 -0.04450 0.44662
S 1.69505 -1.70060 -2.10781
H 2.23750 1.36554 0.85011
C -1.92044 0.51519 -0.24788
N -0.63652 -0.19682 -0.13340
H -2.22127 0.70930 -1.32134
C 0.67859 0.17797 -0.23532
H 1.50757 -1.78047 0.47174
H -3.17860 -0.94829 0.89326
H 0.85014 1.11327 1.86210
C 1.12446 1.29582 0.74351
H -1.72310 1.50114 0.26514
H -3.19935 0.54321 1.32260
H 0.97428 0.61308 -1.20220
C 1.62244 -1.11524 -0.42413
H 2.79381 -2.52096 -1.63507
H 0.59956 2.21956 0.37766

=====

## 3
19
Properties=species:S:1:pos:R:3 method="wB97M-V/def2-TZVPD" molar_mass_g_mol=120.22 e_homo_ev=-8.7 charge=0 orbital_gap_ev=7.27
S -1.79995 -1.50685 0.72942
N 2.69881 -1.22014 -0.22154
H 0.63916 -1.54149 -0.27586
H -1.26380 -1.02093 -1.41907
H 1.23403 -0.86564 1.26081
N 1.12183 0.59016 -0.32429
C -0.03667 1.15949 0.30722
H 2.91064 -1.11202 -1.19843
H 1.95585 1.09510 0.08669
H -2.08268 1.33561 0.29906
H -0.19343 0.70086 1.29799
H 3.44770 -0.91449 0.43049
H -2.63431 0.22512 1.82569
H -2.87223 -0.32058 -1.04938
C -1.81258 -0.43223 -0.66835
H -1.52010 1.49396 -1.36037
H 0.18188 2.23714 0.56224
C 1.36677 -0.86952 0.14644
C -1.34093 0.96644 -0.42877

=====

## 4
19
Properties=species:S:1:pos:R:3 method="wB97M-V/def2-TZVPD" molar_mass_g_mol=120.22 e_homo_ev=-6.8 charge=0 orbital_gap_ev=4.25
H 2.83345 -0.85627 -0.34143
C -0.18444 -0.68713 0.81910
H 0.89059 1.10685 1.55232
H -0.86003 1.29215 1.12442
H -0.70357 -0.93815 1.74196
N 0.47936 1.22910 -0.49252
H 1.64359 -1.64191 1.38640
S -2.78677 -0.32772 0.39480
H -1.43214 -2.02070 -0.55595
H 1.50226 -1.50322 -1.34499
N 1.02495 -1.40603 0.62134
H 1.17549 0.31547 -0.80269
H -1.95619 2.31278 -1.49090
H -2.29813 2.49806 -0.84872
C -1.23580 -0.98632 -0.29363
C 0.11226 0.82596 0.83089
H 1.02199 2.08190 -0.59668
H -0.98388 -0.43898 -1.20758
C 1.75700 -0.85584 -0.49614

=====

Quick one: least stable of them? 4

=====

## 1
19
Properties=species:S:1:pos:R:3 method="wB97M-V/def2-TZVPD" molar_mass_g_mol=120.22 e_homo_ev=-9.0 charge=0 orbital_gap_ev=9.93
H 0.39124 0.01968 -2.07735
H 0.43023 -1.92113 -1.27593
H 0.74833 2.09957 -0.37710
C -1.21440 1.40393 -0.59241
H -0.63751 3.56206 0.41782
N 0.31039 -1.26487 -0.52702
H -1.25270 1.48188 -1.67601
H 1.93566 -0.00334 -1.08400
H -0.95626 -1.01846 1.64602
H 1.68769 -1.26913 1.12174
H -0.72837 -2.54676 1.82410
N -0.21859 -1.67269 1.80727
H 1.05237 -2.81041 0.66566
C 0.78505 -1.76411 0.74807
C 0.84780 0.03072 -1.08959
C 0.25931 1.13365 -0.23348
S -1.83127 3.02153 0.07534
H -1.93810 0.71418 -0.17538
H 0.32915 0.80369 0.80225

=====

## 2
19
Properties=species:S:1:pos:R:3 method="wB97M-V/def2-TZVPD" molar_mass_g_mol=120.22 e_homo_ev=-9.0 charge=0 orbital_gap_ev=9.83
C -2.06374 0.34961 0.56789
C 0.37659 -0.59258 0.02880
H -2.51032 0.58923 1.52310
H -1.80097 1.23270 0.00365
C -0.78171 -0.48501 1.05518
H -1.02110 -1.58708 1.42380
H 1.72884 -2.18876 -0.21091
H 1.97615 -1.30193 1.16008
N 1.66929 1.04070 -1.53179
H -2.32265 -0.68118 -1.95119
H -0.27153 -0.01763 1.90343
S -3.05416 -0.47420 -0.75989
N 1.29729 -1.68881 0.55467
H 1.89418 0.95465 0.58859
H 0.02296 -0.83680 -1.09447
H 0.99535 1.65929 -1.96861
H 2.40245 1.71113 -1.29451
C 1.09417 0.74965 -0.12198
H 0.36890 1.56702 0.12416

=====

## 3
19
Properties=species:S:1:pos:R:3 method="wB97M-V/def2-TZVPD" molar_mass_g_mol=120.22 e_homo_ev=-7.9 charge=0 orbital_gap_ev=8.87
H -2.67378 -2.16397 -0.53329
C 0.55151 2.52459 0.33941
C -0.21969 -1.03226 -1.86660
H 0.20260 3.48775 0.76069
H 0.68887 -1.29493 -2.41762
H -0.16875 -0.01148 -1.48122
N 0.78407 2.44070 -1.08636
C -1.90697 -1.96695 0.23594
C 0.92468 1.49425 1.14257
S -0.28818 -2.32863 -0.51553
H -2.00877 -0.90792 0.57882
H -0.02192 2.70858 -1.66312
H 0.67885 0.52842 2.94145
H -2.06001 -2.67604 1.06065
N 0.87524 1.41305 2.52716
H 0.64278 2.21910 3.08659
H 1.60985 2.92456 -1.42587
H 1.09626 0.52467 0.68981
H -1.08750 -1.17470 -2.54184

=====

Quick one: least stable of them? 2

=====

## 1
19
Properties=species:S:1:pos:R:3 method="wB97M-V/def2-TZVPD" molar_mass_g_mol=120.22 e_homo_ev=-9.0 charge=0 orbital_gap_ev=9.53
H 0.71135 -1.65190 1.18506
C 0.80568 -0.56130 1.32428
H 0.46380 -0.64292 -2.00216
H 0.30118 -0.16797 2.16597
H 1.92482 -0.35757 1.51201
H -2.39872 1.46111 1.38504
N -2.32614 1.46809 0.41796
H 0.66922 -1.97056 -0.88691
H -2.03169 -1.83556 0.81904
H 1.77990 1.52840 -0.92370
C 0.43934 0.03982 -0.00432
C 0.75847 1.47695 -0.40575
H 0.79128 2.23441 0.48105
C 0.93862 -0.95037 -1.11365
N -1.86627 -1.35565 -0.13473
H 2.05625 -0.89342 -1.15656
S -1.48285 0.06853 -0.07989
H -1.48507 0.32524 -1.42984
H -0.04915 1.78465 -1.15289

=====

## 2
19
Properties=species:S:1:pos:R:3 method="wB97M-V/def2-TZVPD" molar_mass_g_mol=120.22 e_homo_ev=-7.2 charge=0 orbital_gap_ev=5.93
H -3.27608 -0.08956 1.42040
H -2.81685 -0.92400 -0.80357
H -2.06274 0.70354 -1.07809
H 2.48928 1.54093 -0.63163
H 1.50941 -0.88754 0.95000
H 0.04060 1.05456 -0.55139
H -2.66283 1.36318 1.02256
C -0.89119 -0.63584 0.04234
C -2.26599 -0.08955 -0.37540
C 2.60664 0.77418 0.13132
C 1.44697 -0.12063 0.17107
H 2.77086 1.32082 1.05319
H -0.69250 -1.50443 -0.60769
N 0.16842 0.33714 0.15528
H 1.93504 -1.12187 -1.55382
H -1.02216 -1.15247 1.00835
H 1.74486 -0.87413 -0.80935
S 4.08062 -0.23030 -0.18604
N -3.10238 0.53596 0.64248

=====

Quick one: least stable of them? 2